Entry 1:
C20H56N4O8 | ωB97M-V/def2-TZVPD

SMILES string ... NC(N)=O.NC(N)=O.CC(C)O.CC(C)O.CC(C)O.CC(C)O.CC(C)O.CC(C)O
Energy above the lowest of the compared OMol25 structures with the same formula, charge and spin ... 1.519 eV
Multiplicity ... 1
Strongest force on any atom ... 0.05765 Eh/bohr
Kohn-Sham gap ... 0.3482 Eh

Last column: Löwdin charge in e.
Cartesian coordinates (Å):
C  3.820  4.058  2.547  -0.063
C  4.679  3.457  1.446  -0.458
C  4.252  3.972  0.063  -0.065
O  5.993  3.961  1.728  -0.065
H  3.686  5.138  2.510  0.086
H  4.168  3.778  3.541  0.078
H  2.814  3.626  2.450  0.056
H  4.640  2.375  1.335  0.130
H  3.174  4.046  -0.087  0.077
H  4.698  3.375  -0.736  0.054
H  4.651  4.958  -0.201  0.083
H  6.108  4.845  1.376  0.079
C  -0.207  -0.410  -0.267  -0.052
C  0.021  1.027  0.236  -0.463
C  1.359  1.168  0.902  -0.061
O  -0.065  1.845  -0.936  -0.061
H  0.595  -0.735  -0.934  0.072
H  -1.186  -0.580  -0.712  0.061
H  -0.104  -1.119  0.565  0.070
H  -0.809  1.259  0.907  0.130
H  2.228  1.189  0.242  0.085
H  1.462  0.304  1.556  0.053
H  1.334  2.100  1.470  0.071
H  0.795  2.197  -1.182  0.058
C  -4.808  -1.999  -0.556  -0.045
C  -5.939  -1.104  -1.120  -0.473
C  -7.214  -1.858  -1.424  -0.055
O  -6.223  -0.056  -0.191  -0.078
H  -3.955  -1.352  -0.332  0.065
H  -4.515  -2.761  -1.273  0.059
H  -5.063  -2.479  0.392  0.088
H  -5.609  -0.630  -2.050  0.129
H  -7.778  -2.006  -0.504  0.085
H  -7.049  -2.803  -1.949  0.081
H  -7.819  -1.363  -2.188  0.080
H  -5.624  -0.169  0.553  0.085
C  0.129  1.182  4.060  -0.076
C  -0.213  0.833  5.494  -0.475
C  0.824  1.372  6.456  -0.060
O  -1.473  1.482  5.761  -0.069
H  0.235  2.231  3.775  0.088
H  -0.732  0.896  3.441  0.076
H  0.935  0.617  3.594  0.063
H  -0.486  -0.228  5.534  0.139
H  0.763  2.450  6.608  0.088
H  1.832  1.143  6.110  0.081
H  0.664  0.934  7.447  0.079
H  -1.517  1.511  6.724  0.080
C  1.707  -3.783  0.074  -0.062
C  3.156  -3.531  0.485  -0.497
C  3.307  -2.024  0.781  -0.050
O  3.511  -4.340  1.582  -0.037
H  1.042  -3.426  0.859  0.082
H  1.662  -4.831  -0.228  0.075
H  1.412  -3.209  -0.809  0.064
H  3.863  -3.731  -0.331  0.134
H  2.410  -1.646  1.276  0.050
H  3.192  -1.559  -0.203  0.071
H  4.211  -1.660  1.262  0.083
H  3.387  -5.258  1.323  0.089
C  -0.151  -4.796  -3.114  -0.056
C  -1.602  -4.386  -3.450  -0.488
C  -2.083  -3.138  -2.713  -0.060
O  -1.687  -4.107  -4.833  -0.055
H  0.006  -5.141  -2.093  0.063
H  0.504  -3.959  -3.366  0.075
H  0.079  -5.638  -3.768  0.078
H  -2.222  -5.276  -3.328  0.137
H  -3.018  -2.779  -3.139  0.078
H  -1.258  -2.430  -2.846  0.075
H  -2.247  -3.138  -1.633  0.066
H  -1.207  -3.302  -5.056  0.091
C  -4.086  2.380  -2.052  -0.669
O  -3.613  3.070  -2.944  0.024
N  -3.354  1.749  -1.087  0.164
N  -5.436  2.244  -1.822  0.147
H  -3.843  1.493  -0.254  0.080
H  -2.348  1.785  -1.059  0.068
H  -5.814  1.564  -1.178  0.048
H  -6.061  2.832  -2.342  0.101
C  3.549  2.800  -3.460  -0.686
O  3.498  3.914  -3.959  0.037
N  4.767  2.278  -3.085  0.129
N  2.520  1.971  -3.166  0.161
H  5.560  2.797  -3.423  0.106
H  4.936  1.325  -2.826  0.089
H  1.566  2.166  -3.418  0.112
H  2.716  1.046  -2.837  0.090

=====

Entry 2:
C20H57BF4NO9 | ωB97M-V/def2-TZVPD

Energy above the lowest of the compared OMol25 structures with the same formula, charge and spin ... 0.490 eV
Multiplicity ... 1
Strongest force on any atom ... 0.29367 Eh/bohr
Kohn-Sham gap ... 0.3625 Eh
Charge ... -1

Last column: Löwdin charge in e.
Cartesian coordinates (Å):
B  -0.159  0.380  -0.572  -1.321
F  -0.994  0.925  -1.578  0.118
F  1.114  0.386  -1.000  0.202
F  -0.332  0.829  0.664  0.219
F  -0.447  -1.068  -0.532  0.047
C  1.543  3.138  2.098  -0.043
C  1.261  3.990  3.322  -0.257
N  1.163  4.802  4.183  0.093
H  2.070  2.275  2.549  0.079
H  0.458  2.880  1.805  0.088
H  1.998  3.579  1.273  0.029
C  5.002  2.172  0.887  -0.102
C  4.010  1.810  -0.077  -0.339
O  3.588  3.040  -0.687  -0.064
H  5.997  2.496  0.355  0.106
H  5.158  1.158  1.556  0.123
H  4.661  2.939  1.733  0.111
H  3.267  1.582  0.368  -0.001
H  4.447  1.367  -0.873  0.099
H  2.690  2.988  -0.849  -0.029
C  3.328  -3.658  -1.057  -0.015
C  2.654  -2.464  -1.893  -0.241
O  3.289  -1.311  -1.392  -0.053
H  2.984  -4.666  -1.600  0.121
H  3.133  -3.563  -0.187  -0.080
H  4.378  -3.516  -1.307  0.073
H  1.586  -2.321  -1.713  0.083
H  2.814  -2.401  -2.977  0.112
H  2.687  -0.736  -1.219  -0.068
C  -0.103  -1.073  -4.840  -0.064
C  -1.368  -0.305  -4.670  -0.363
O  -1.784  -0.020  -5.968  -0.081
H  -0.264  -2.069  -4.903  0.025
H  0.321  -1.039  -3.796  0.086
H  0.526  -0.552  -5.665  0.122
H  -1.223  0.474  -4.101  0.035
H  -2.127  -0.854  -4.028  0.136
H  -2.683  0.406  -5.973  0.110
C  -1.931  -3.334  3.748  -0.056
C  -2.451  -1.924  3.236  -0.237
O  -1.340  -1.077  2.940  -0.063
H  -1.377  -3.993  3.333  -0.019
H  -2.919  -3.768  3.879  0.064
H  -1.559  -3.280  4.777  0.077
H  -2.916  -1.406  4.211  0.150
H  -3.195  -1.868  2.495  0.076
H  -1.174  -1.068  2.058  -0.009
C  -1.139  -5.811  -1.514  -0.079
C  -0.695  -4.469  -1.060  -0.304
O  -0.582  -3.535  -2.153  -0.061
H  -2.175  -5.706  -2.024  0.115
H  -1.364  -6.274  -0.620  0.036
H  -0.444  -6.434  -2.074  0.076
H  0.013  -4.556  -0.505  0.004
H  -1.442  -4.091  -0.319  0.136
H  -0.650  -2.690  -1.726  0.027
C  -5.402  -0.622  -0.176  -0.103
C  -4.128  0.094  -0.405  -0.307
O  -3.578  -0.180  -1.773  -0.161
H  -5.817  -0.243  0.676  0.036
H  -5.257  -1.679  -0.217  0.067
H  -6.127  -0.354  -1.034  0.108
H  -3.352  -0.231  0.407  0.119
H  -4.083  1.225  -0.325  0.117
H  -2.561  0.124  -1.664  0.094
C  0.387  5.421  -0.804  -0.060
C  0.024  4.162  -1.625  -0.232
O  1.011  3.117  -1.352  -0.113
H  0.604  5.177  0.321  0.089
H  -0.342  6.220  -0.647  0.063
H  1.316  5.900  -1.126  0.072
H  0.174  4.350  -2.676  0.102
H  -0.875  3.673  -1.674  0.073
H  0.583  2.297  -1.663  0.063
C  2.218  -2.592  2.908  -0.073
C  2.942  -1.444  2.161  -0.329
O  2.359  -0.308  2.615  -0.071
H  1.744  -2.386  3.751  0.014
H  2.945  -3.367  3.067  0.070
H  1.236  -2.784  2.404  0.084
H  2.875  -1.591  0.988  0.142
H  3.892  -1.544  2.641  0.098
H  1.428  -0.509  2.422  0.082
C  -2.508  4.191  2.578  -0.098
C  -2.454  3.373  1.343  -0.410
O  -2.387  2.023  1.624  -0.086
H  -2.856  5.295  2.369  0.107
H  -1.410  4.008  2.965  0.082
H  -3.213  3.771  3.355  0.085
H  -1.588  3.616  0.696  0.103
H  -3.362  3.615  0.787  0.099
H  -1.780  1.506  1.048  0.050

=====

Look up the multiplicity of the first one. 1

=====

Among the records above, which one has the highest Kohn-Sham gap? C20H57BF4NO9

=====

Which value of multiplicity does entry 2 give? 1

=====

Among the records above, which one has the highest Kohn-Sham gap? C20H57BF4NO9